Record 1
ORCA calculation (wB97M-V/def2-TZVPD) on a gas-phase ion, C3H7N4 (charge +1) at a distorted geometry.

Properties
* total charge: +1
* orbital gap: 10.31 eV
* SMILES: [H]/N=C(\C)[NH2+]N1C=N1
* LUMO energy: -0.1654 Ha

Positions of all 14 atoms, in Å:
H  -0.25  0.05  -2.32
N  0.26  -0.15  -1.48
C  -0.31  0.28  -0.42
C  -1.78  0.78  -0.11
N  0.50  0.35  0.82
N  1.23  -0.86  1.27
C  1.58  -1.78  0.35
N  2.49  -0.93  0.46
H  -1.94  1.42  -1.05
H  -1.83  1.60  0.62
H  -2.61  0.06  -0.03
H  1.22  1.06  0.52
H  0.01  0.70  1.66
H  1.43  -2.59  -0.27

---

Record 2
ORCA calculation (wB97M-V/def2-TZVPD) on a molecular structure, C3H7N4 at a distorted geometry.

Properties
* total charge: +1
* orbital gap: 8.32 eV
* LUMO energy: -0.2151 Ha

Positions of all 14 atoms, in Å:
C  -2.10  0.59  -0.18
C  -1.71  -0.79  -0.61
C  0.15  1.02  0.48
N  -1.23  1.40  0.22
N  -0.45  -0.92  -0.53
N  0.42  -0.05  -0.42
N  2.13  -0.75  0.02
H  -3.04  1.00  -0.08
H  -2.49  -1.48  -0.66
H  0.76  1.99  0.30
H  0.37  0.78  1.53
H  2.07  -1.56  -0.57
H  2.45  -1.25  0.83
H  2.66  0.01  -0.35

---

Record 3
ORCA calculation (wB97M-V/def2-TZVPD) on a gas-phase ion, C3H7N4 (charge +1) at a distorted geometry.

Properties
* total charge: +1
* orbital gap: 9.49 eV
* SMILES: N[C@@]1([NH3+])C=CN=N1
* LUMO energy: -0.1796 Ha

Positions of all 14 atoms, in Å:
N  0.85  -0.45  -1.32
C  0.21  -0.04  -0.17
N  1.14  -0.51  1.13
C  -0.56  1.28  -0.08
C  -1.83  0.84  0.08
N  -1.91  -0.60  0.20
N  -0.80  -1.09  0.07
H  0.96  0.11  -2.10
H  0.63  -1.39  -1.68
H  2.10  -0.52  0.85
H  0.79  -1.42  1.19
H  1.20  0.17  1.87
H  -0.01  2.16  -0.20
H  -2.77  1.46  0.17

---

Record 4
ORCA calculation (wB97M-V/def2-TZVPD) on a gas-phase ion, C3H7N4O2S2 (charge +1) at a distorted geometry.

Properties
* total charge: +1
* orbital gap (spin up / spin down): 5.83 / 6.03 eV
* LUMO energy (spin up / spin down): -0.2896 / -0.2870 Ha

Positions of all 18 atoms, in Å:
C  -2.48  0.32  0.01
C  0.47  0.54  0.09
C  0.37  -1.83  -0.02
N  -1.58  -0.63  0.03
N  -0.27  -0.50  0.04
N  -3.75  -0.10  0.00
N  2.73  2.05  0.04
O  2.63  -0.19  1.19
O  2.47  -0.08  -1.30
S  -2.20  2.03  -0.01
S  2.28  0.50  -0.01
H  -0.40  -2.58  0.15
H  0.82  -1.96  -1.00
H  1.15  -1.90  0.74
H  -3.93  -1.09  0.01
H  -4.52  0.55  -0.02
H  3.16  2.37  0.89
H  3.03  2.49  -0.81

---

> total charge of number 2 (C3H7N4)?

+1